Computed, not measured: the molecule CH2S2, with the ωB97M-V functional and the def2-TZVPD basis.

ORCA input file:
```
! RIJCOSX wB97M-V def2-TZVPD def2/J DEFGRID3
* xyz 0 1
S -2.97483 -0.29969 0.01344
C -1.41120 -0.10007 -0.01583
S -0.55981 1.50440 -0.05642
H -0.67671 -0.94572 0.31259
H 0.74520 1.13832 0.47002
*
```

The highest occupied orbital energy is -9.0 eV. For the LUMO energy, the calculation gives -0.39 eV. Its SMILES is S=CS. The orbital gap is 8.6 eV.

Computed, not measured: the molecule CH2S3, with the ωB97M-V functional and the def2-TZVPD basis.

ORCA input file:
```
! RIJCOSX wB97M-V def2-TZVPD def2/J DEFGRID3
* xyz 0 1
C -0.49237 -0.04622 -0.03220
S -1.47604 -1.59159 0.29461
S -3.23422 -0.03349 -0.34732
S -1.66470 1.31936 0.41576
H 0.30622 0.11384 0.66618
H -0.36657 -0.06562 -1.03340
*
```

The highest occupied orbital energy is -8.6 eV. For the LUMO energy, the calculation gives -1.60 eV. Its SMILES is C1SSS1. The orbital gap is 7.1 eV.

Computed, not measured: a cluster of 16 separate species, CH30O18 in total, with the ωB97M-V functional and the def2-TZVPD basis.

ORCA input file:
```
! RIJCOSX wB97M-V def2-TZVPD def2/J DEFGRID3
* xyz -2 1
C 0.22312 0.18826 -0.34391
O 1.02553 -0.78784 -0.82113
O 0.02064 0.22383 0.92005
O -0.41161 0.81097 -1.22832
O -0.26228 1.30940 -3.78094
H 0.36564 0.61679 -4.04881
H -0.23012 1.12685 -2.83479
O -2.35593 -0.95557 0.86240
H -1.99898 -1.77289 0.52570
H -1.57909 -0.33013 0.70085
O -2.67289 1.67860 -2.15784
H -1.90769 1.25036 -1.68618
H -2.74368 1.21407 -2.96008
O -2.51013 1.10647 3.50783
H -1.65940 0.68450 3.33351
H -2.43786 1.30512 4.43561
O -0.44648 -2.74152 0.63949
H -0.06670 -1.91472 0.35137
H -0.15080 -2.75011 1.54227
O 0.68709 3.11339 -1.32626
H 0.30040 2.19569 -1.26195
H -0.04580 3.74117 -1.33828
O -1.75834 -2.10143 3.24800
H -2.49024 -1.80615 3.80563
H -1.84987 -1.51697 2.46585
O 0.03308 0.40745 3.44633
H 0.46837 1.19001 3.72730
H 0.07283 0.41440 2.50865
O -1.62153 2.62496 0.57014
H -1.08168 1.85679 0.70867
H -1.62372 3.04906 1.39938
O 2.57362 -1.55705 1.31730
H 1.76309 -1.24554 0.89135
H 3.26611 -1.40637 0.69906
O -1.36187 -1.71409 -1.95900
H -0.95507 -0.96417 -1.54169
H -0.73169 -2.40265 -2.03937
O 1.86855 1.94274 1.45252
H 1.33900 1.26589 1.04661
H 2.73860 1.51604 1.54121
O 2.88461 1.17164 -1.31587
H 2.40000 0.36359 -1.16961
H 2.20545 1.82077 -1.14301
O 1.32603 -1.41947 -3.49024
H 1.09302 -1.09985 -2.62741
H 2.01852 -0.92873 -3.82977
O 2.32719 -3.00799 -1.20038
H 2.21908 -3.49078 -0.40489
H 1.73388 -2.27481 -1.13739
*
```

The highest occupied orbital energy is -4.2 eV. For the LUMO energy, the calculation gives 5.06 eV. The orbital gap is 9.3 eV.

Computed, not measured: a cluster of 17 separate species, CH34NO18 in total, with the ωB97M-V functional and the def2-TZVPD basis.

ORCA input file:
```
! RIJCOSX wB97M-V def2-TZVPD def2/J DEFGRID3
* xyz -1 1
N -0.17300 0.20222 0.89700
C -0.44275 -0.83149 -0.00425
O -0.16184 -2.00493 0.34399
O -0.83694 -0.50150 -1.16819
H -0.79840 0.97825 0.72739
H -0.07909 -0.10167 1.86266
H -2.15761 -3.00352 -1.13791
H -0.85114 -3.50161 -0.49880
O -1.55962 -3.75920 -1.10834
H 1.06450 -2.41642 1.77080
H 4.09043 0.27139 2.88584
O 3.48579 0.69919 3.50032
H 1.96987 -0.51792 0.17397
H 3.26316 -1.38713 -0.01914
O 2.78010 -0.82341 0.58395
H 1.71098 1.65759 -3.11892
H 1.15399 3.07108 -2.61658
O 1.21248 2.44649 -3.34704
H -4.15942 1.10090 -0.26072
H -3.24052 0.93481 -1.39978
O -3.21040 1.05034 -0.43569
H 1.84366 -2.57129 -1.27163
H 0.34669 -2.89483 -1.45751
O 1.21927 -2.97474 -1.87650
H -3.36345 -1.05065 0.46027
H -3.18906 -2.49992 0.89723
O -3.66369 -1.94337 0.27207
H 1.94449 1.03898 1.37487
H 2.91964 2.12790 0.67024
O 2.47636 1.83352 1.46261
H 0.81354 4.51949 1.80992
H 0.27313 3.35768 1.11474
O -0.02644 4.22432 1.43343
H -3.23477 2.28675 1.77485
H -1.88559 2.36426 2.11053
O -2.72165 2.63190 2.52361
H -1.29149 -1.54781 -2.53914
H -2.11855 -2.52344 -3.34784
O -1.73932 -1.64137 -3.41056
H -0.89720 0.28700 -2.94538
H -0.68765 1.56804 -3.65478
O -1.30472 1.17630 -3.01715
H -0.21185 2.12918 -1.56220
H -1.22828 3.14311 -1.11640
O -0.29903 2.91381 -1.00250
H 0.95637 -3.77462 1.48921
H 3.30597 1.55034 3.04751
O 1.37666 -3.25413 2.18831
H 2.21429 0.19912 -2.20310
H 0.94088 0.51612 -1.41053
O 1.90700 0.70091 -1.43637
H 1.84863 -0.17037 3.99853
H 1.68586 -1.45062 3.30113
O 1.13335 -0.80182 3.77149
*
```

The highest occupied orbital energy is -7.1 eV. For the LUMO energy, the calculation gives 2.33 eV. The orbital gap is 9.5 eV.

Computed, not measured: a cluster of 17 separate species, CH36NO16 in total, with the ωB97M-V functional and the def2-TZVPD basis.

ORCA input file:
```
! RIJCOSX wB97M-V def2-TZVPD def2/J DEFGRID3
* xyz 2 2
C 2.58555 0.23137 1.82373
N 1.85251 -0.17472 0.88397
H 3.71794 0.24305 1.99725
H 2.37200 0.65937 2.77963
H 0.85920 0.16403 0.86643
H 2.16971 -0.75140 0.07484
H 1.24557 -1.44152 -4.71531
H 0.60277 -0.05938 -4.75218
O 0.38780 -1.00131 -4.69016
H -1.24804 -0.57423 -1.48200
H 0.05216 -0.57857 -2.31745
O -0.34236 -0.21319 -1.51018
H -0.12011 3.24674 2.12047
H 0.52570 4.66793 2.08779
O 0.39638 3.85735 1.55045
H -0.15782 1.35599 4.16428
H -0.81078 2.75580 4.31838
O -0.02198 2.29919 4.04712
H 0.37257 -1.59456 4.67984
H 0.93648 -1.98561 3.25589
O 0.27196 -1.41328 3.72288
H 1.25124 -2.74521 -1.96068
H 2.69762 -3.11741 -1.42931
O 1.93399 -2.57267 -1.19273
H 0.76074 -2.34195 0.17254
H -0.45654 -2.22769 1.15473
O 0.50747 -2.20764 1.08672
H -4.66265 -0.14927 0.21279
H -3.39475 0.01733 0.97697
O -3.74002 -0.42583 0.19189
H -3.02220 -3.93394 1.95911
H -2.67906 -2.84835 3.16363
O -2.43522 -3.31888 2.38007
H -0.83863 -3.36885 -1.78317
H -0.60844 -3.15939 -3.25182
O -0.15844 -3.44277 -2.44500
H -3.01760 -2.31366 -1.17211
H -2.20201 -2.15518 0.07203
O -2.16176 -1.97563 -0.88946
H 0.10041 3.44896 -0.90351
H 0.62222 4.89699 -0.46920
O 0.51247 4.29870 -1.21964
H -0.60962 -0.24832 2.17247
H -0.98695 0.58542 0.90342
O -1.20585 0.45679 1.83885
H 0.85678 2.11282 -4.18305
H 0.78812 1.31196 -2.79310
O 1.15138 1.32842 -3.69230
H 2.98753 2.80540 -2.71651
H 1.70778 3.41464 -1.86036
O 2.32144 2.63061 -2.04224
H -0.19724 1.32889 -0.89389
H -1.21949 2.17418 -0.07432
O -0.24990 2.04844 -0.21854
*
```

The highest occupied orbital energy (spin up / spin down) is -16.4 / -16.4 eV. For the LUMO energy (spin up / spin down), the calculation gives -6.43 / -12.01 eV. The orbital gap (spin up / spin down) is 10.0 / 4.4 eV.

Computed, not measured: a cluster of 18 separate species, CH39NO17 in total, with the ωB97M-V functional and the def2-TZVPD basis.

ORCA input file:
```
! RIJCOSX wB97M-V def2-TZVPD def2/J DEFGRID3
* xyz 0 1
C 0.36755 -0.77059 -1.18085
N 0.08692 -0.50787 -2.59733
H -0.41583 -1.49441 -0.94201
H 0.12753 0.00191 -0.39308
H 1.35762 -1.10948 -0.98372
H 0.41011 0.42282 -2.84919
H 0.49702 -1.22561 -3.16906
H 3.48985 0.38767 3.72395
H 2.20082 0.49042 2.75279
O 3.14852 0.31940 2.83399
H 1.31935 2.91448 -3.62028
H 1.59053 2.33325 -2.18241
O 0.94048 2.76733 -2.74931
H 0.52672 0.93198 4.09483
H -0.54650 0.06241 3.22748
O 0.06359 0.82127 3.25829
H -0.59780 2.46421 -0.47773
H 0.28139 3.46481 0.24789
O 0.09513 2.51757 0.21251
H 3.81516 0.45168 -0.07382
H 4.65767 -0.47515 0.53641
O 4.04580 -0.49004 -0.21982
H 2.62469 -3.57742 -0.35591
H 1.35498 -3.46757 -1.25534
O 2.26498 -3.78158 -1.22986
H -1.46032 0.37821 0.67303
H -2.35550 1.47676 0.22441
O -2.39009 0.63195 0.74879
H 1.11067 -2.94619 1.89653
H -0.37721 -3.41289 1.20904
O 0.14766 -2.81583 1.77201
H -0.76914 3.79361 2.01701
H -0.07027 2.71409 2.56062
O 0.08319 3.67154 2.46597
H -2.92497 -1.94039 0.25595
H -2.49704 -0.66989 -0.62487
O -2.84840 -1.56812 -0.62908
H -2.68315 1.24508 -4.04984
H -1.54302 0.28715 -3.56263
O -1.78109 1.21443 -3.69794
H 2.83797 -1.51789 1.04014
H 3.77478 -2.48547 1.64116
O 2.83790 -2.40649 1.43008
H -0.84614 -2.11175 2.79698
H -2.01570 -2.00212 3.76482
O -1.42791 -1.44518 3.24506
H -3.98242 1.41596 -1.21928
H -4.65705 0.06749 -1.02011
O -4.56480 0.77188 -1.67283
H -2.24627 1.81229 -2.22442
H -3.08774 2.93015 -1.68010
O -2.43916 2.28672 -1.35470
H -0.47913 -3.87327 -0.74675
H -1.83874 -2.94802 -0.70079
O -1.40622 -3.81920 -0.51739
H 3.42733 3.07299 -0.23824
H 1.94200 2.61578 -0.22838
O 2.83289 2.38950 -0.56313
*
```

The highest occupied orbital energy is -9.8 eV. For the LUMO energy, the calculation gives 0.10 eV. The orbital gap is 9.9 eV.

Computed, not measured: the molecule CH3Br2OP, with the ωB97M-V functional and the def2-TZVPD basis.

ORCA input file:
```
! RIJCOSX wB97M-V def2-TZVPD def2/J DEFGRID3
* xyz 0 1
C 0.73634 0.72836 0.12747
P -0.71601 -0.40153 -0.15429
O -2.24583 0.31187 -0.79225
Br -1.16542 -1.40165 1.73531
Br 0.21454 -1.98360 -1.39629
H 0.47941 1.69049 0.54622
H 1.36975 0.03588 0.69730
H 1.32722 1.02018 -0.76347
*
```

The highest occupied orbital energy is -9.9 eV. For the LUMO energy, the calculation gives -0.57 eV. Its SMILES is CP(=O)(Br)Br. The orbital gap is 9.4 eV.

Computed, not measured: the molecule CH3Br2PS, with the ωB97M-V functional and the def2-TZVPD basis.

ORCA input file:
```
! RIJCOSX wB97M-V def2-TZVPD def2/J DEFGRID3
* xyz 0 1
C 1.04108 0.03764 -0.23753
P -0.74747 0.02329 0.47137
S -1.16970 0.20371 2.35813
Br -1.67440 1.61657 -0.85118
Br -1.45136 -1.80104 -0.51925
H 1.78756 -0.41377 0.46841
H 0.84951 -0.67341 -1.11627
H 1.36476 1.00701 -0.57369
*
```

The highest occupied orbital energy is -9.6 eV. For the LUMO energy, the calculation gives -0.43 eV. Its SMILES is CP(=S)(Br)Br. The orbital gap is 9.1 eV.

Computed, not measured: the molecule CH3BrCl2OSi, with the ωB97M-V functional and the def2-TZVPD basis.

ORCA input file:
```
! RIJCOSX wB97M-V def2-TZVPD def2/J DEFGRID3
* xyz 0 1
C 1.53728 -0.23016 0.17598
O 0.28547 0.04547 0.74924
Si -1.44305 0.30662 -0.07033
Cl -2.40522 1.52330 1.24320
Cl -1.39606 0.89904 -1.97073
Br -2.08793 -1.77051 -0.19661
H 1.92574 -1.01483 0.67677
H 2.24001 0.50245 0.32069
H 1.34376 -0.26139 -0.92819
*
```

The highest occupied orbital energy is -10.0 eV. For the LUMO energy, the calculation gives 0.24 eV. Its SMILES is CO[Si](Cl)(Cl)Br. The orbital gap is 10.2 eV.

Computed, not measured: the molecule CH3BrClP, with the ωB97M-V functional and the def2-TZVPD basis.

ORCA input file:
```
! RIJCOSX wB97M-V def2-TZVPD def2/J DEFGRID3
* xyz 0 1
C -0.96584 -0.17033 -0.02471
P 1.05619 0.31891 -0.80604
Cl 1.38432 1.87817 0.41887
Br 2.18341 -1.29190 0.16448
H -1.56503 0.72111 -0.11566
H -0.77997 -0.46785 1.00066
H -1.31308 -0.98810 -0.63760
*
```

The highest occupied orbital energy is -9.2 eV. For the LUMO energy, the calculation gives 0.53 eV. Its SMILES is CP(Cl)Br. The orbital gap is 9.7 eV.

Number 1: E -835.63147 Ha. Number 2: E -1233.79860 Ha. Number 3: E -1410.52826 Ha. Number 4: E -1467.70537 Ha. Number 5: E -1317.56190 Ha. Number 6: E -1395.30736 Ha. Number 7: E -5604.52304 Ha. Number 8: E -5927.52736 Ha. Number 9: E -3899.16561 Ha. Number 10: E -3415.47798 Ha.